No. 1
Molecular formula: C62H40BrN9W
Method: DFT, the ωB97M-V functional and the def2-TZVPD basis

Summary:
**Frontier orbital gap**: 5.45 eV
**DFT total energy**: -150205.149 eV
**Total charge**: +2

Each line ends with the Löwdin charge.
Element x y z (Å)
W (0.3464, -0.6117, -0.1658)  1.738
C (-2.3095, 5.2533, -4.8408)  -0.056
C (-1.1539, 4.6604, -5.3318)  -0.052
C (-0.5310, 3.6490, -4.6139)  -0.031
C (-1.0662, 3.2317, -3.3992)  -0.214
C (-2.2304, 3.8195, -2.9088)  -0.011
C (-2.8449, 4.8338, -3.6306)  -0.049
C (-0.4240, 2.1217, -2.6430)  -0.015
C (0.6426, 2.3389, -1.8572)  -0.173
C (1.3472, 3.6122, -1.8214)  0.064
C (2.5014, 3.4049, -1.1749)  0.030
C (2.4852, 2.0269, -0.7328)  -0.205
N (1.3990, 1.3767, -1.0983)  0.077
C (3.6179, 1.4797, 0.0518)  -0.056
C (3.3245, 1.2214, 1.3213)  -0.057
C (3.9821, 0.8273, 2.6178)  -0.079
C (2.6142, 1.0177, 3.3353)  -0.048
C (1.3266, -0.9397, 2.8867)  -0.110
C (0.3223, -1.7468, 3.2137)  -0.053
C (0.3143, -2.3273, 4.5884)  -0.222
C (0.6922, -3.6473, 4.8086)  -0.027
C (0.6733, -4.1665, 6.0952)  -0.057
C (0.2682, -3.3736, 7.1611)  -0.062
C (-0.1109, -2.0556, 6.9419)  -0.057
C (-0.0860, -1.5314, 5.6570)  -0.029
C (-0.7477, -2.1486, 2.3279)  -0.198
N (-0.8620, -1.8495, 0.9634)  -0.085
C (-1.9233, -2.6470, 0.4887)  -0.225
C (-2.4129, -2.7972, -0.8722)  -0.094
C (-3.4601, -3.8274, -1.1212)  -0.219
C (-3.0969, -5.1433, -1.3870)  -0.015
C (-4.0782, -6.0907, -1.6450)  -0.056
C (-5.4182, -5.7271, -1.6332)  -0.063
C (-5.7805, -4.4145, -1.3593)  -0.059
C (-4.8026, -3.4633, -1.1043)  -0.032
C (-2.0035, -2.0302, -1.8825)  -0.164
C (-2.6743, -1.6410, -3.1680)  -0.056
C (-1.9848, 0.3347, -3.9246)  -0.036
C (-1.0516, 0.7948, -2.7584)  -0.162
N (-1.2536, -0.8893, -1.4595)  -0.108
C (-2.4594, -3.3511, 1.5385)  0.033
C (-1.7312, -3.0343, 2.6907)  0.027
N (1.3990, -0.2339, 1.6182)  -0.078
C (4.9353, 1.3786, -0.6029)  -0.150
C (5.0878, 1.7038, -1.9518)  -0.024
C (6.3220, 1.5871, -2.5720)  -0.054
C (7.4218, 1.1374, -1.8556)  -0.053
C (7.2790, 0.7959, -0.5167)  -0.051
C (6.0489, 0.9135, 0.1037)  -0.010
H (-2.7922, 6.0431, -5.4013)  0.116
H (-0.7331, 4.9880, -6.2734)  0.115
H (0.3735, 3.1876, -4.9957)  0.126
H (-2.6500, 3.4884, -1.9650)  0.108
H (-3.7421, 5.2992, -3.2430)  0.115
H (0.9942, 4.5169, -2.2925)  0.138
H (3.3034, 4.0996, -0.9748)  0.141
H (4.8996, 1.3315, 2.9029)  0.151
H (2.3852, 1.8049, 4.0435)  0.163
H (1.0033, -4.2665, 3.9746)  0.127
H (0.9737, -5.1924, 6.2658)  0.113
H (0.2455, -3.7828, 8.1627)  0.113
H (-0.4277, -1.4371, 7.7714)  0.112
H (-0.3848, -0.5034, 5.4802)  0.125
H (-2.0487, -5.4210, -1.3891)  0.124
H (-3.7943, -7.1146, -1.8533)  0.113
H (-6.1815, -6.4669, -1.8361)  0.113
H (-6.8253, -4.1320, -1.3404)  0.112
H (-5.0827, -2.4400, -0.8763)  0.125
H (-3.4557, -2.3379, -3.4508)  0.157
H (-2.1584, 1.0818, -4.6923)  0.159
H (-3.2901, -4.0348, 1.4623)  0.132
H (-1.8791, -3.4310, 3.6818)  0.130
H (4.2408, 2.0500, -2.5350)  0.111
H (6.4241, 1.8504, -3.6168)  0.114
H (8.3855, 1.0503, -2.3389)  0.116
H (8.1321, 0.4358, 0.0438)  0.116
H (5.9565, 0.6337, 1.1425)  0.100
C (-0.3131, -1.5150, -4.3714)  0.023
C (-1.7517, -1.1424, -4.3512)  -0.137
C (-3.0637, -0.1465, -2.9141)  -0.036
C (-2.1917, 0.3361, -1.7610)  -0.265
N (-0.1805, -0.3441, -2.3080)  -0.105
C (0.4454, -1.1072, -3.3727)  -0.162
N (-2.7511, 1.0795, -0.7540)  0.227
C (-2.0370, 1.4437, 0.2373)  -0.255
N (-0.7405, 1.0256, 0.5642)  -0.004
C (-0.2144, 2.0155, 1.4547)  -0.244
N (0.9585, 2.1708, 1.9030)  0.233
C (1.9447, 1.1670, 1.9391)  -0.301
C (2.4921, -0.4739, 3.6744)  -0.084
C (3.8961, -0.7106, 2.9767)  -0.124
C (3.9871, -1.6919, 1.8611)  0.022
C (3.1657, -1.7785, 0.8150)  -0.133
N (2.0525, -0.9647, 0.5935)  -0.206
C (-1.2983, 2.9591, 1.7795)  -0.104
C (-1.3075, 4.0588, 2.6148)  0.014
C (-2.5142, 4.7312, 2.7629)  -0.036
C (-3.6649, 4.3111, 2.0936)  -0.038
C (-3.6406, 3.2109, 1.2458)  0.011
C (-2.4355, 2.5473, 1.1149)  -0.111
H (0.1180, -2.0687, -5.1955)  0.134
H (-2.2343, -1.3408, -5.3036)  0.158
H (-4.1009, 0.1704, -2.9076)  0.166
H (1.5079, -1.2470, -3.2869)  0.086
H (2.4459, -0.7712, 4.7159)  0.158
H (4.6423, -0.9386, 3.7324)  0.152
H (4.8077, -2.3996, 1.8715)  0.129
H (3.3274, -2.4897, 0.0216)  0.061
H (-0.4095, 4.3777, 3.1288)  0.123
H (-2.5649, 5.5957, 3.4115)  0.117
H (-4.5896, 4.8542, 2.2369)  0.117
H (-4.5238, 2.8776, 0.7158)  0.125
Br (1.0111, -2.9353, -1.1725)  0.488

=====

No. 2
Molecular formula: C62H46Cl5INOP3SiTi
Method: DFT, the ωB97M-V functional and the def2-TZVPD basis

Summary:
**Frontier orbital gap (alpha / beta)**: 5.33 / 5.33 eV
**DFT total energy**: -198152.782 eV

Each line ends with the Löwdin charge.
Element x y z (Å)
Ti (-0.0245, 1.0364, -1.3304)  0.518
C (-0.6888, 7.0154, -0.0243)  -0.073
C (-1.3418, 6.4080, 1.0371)  -0.073
C (-1.1636, 5.0540, 1.2884)  -0.074
C (-0.3456, 4.2874, 0.4615)  -0.334
C (0.3183, 4.9100, -0.5940)  -0.134
C (0.1516, 6.2640, -0.8328)  -0.071
P (0.0587, 2.5225, 0.7338)  1.065
C (-0.8771, 2.0844, 2.2346)  -0.333
C (-0.2097, 1.5970, 3.3541)  -0.065
C (-0.9070, 1.3365, 4.5274)  -0.059
C (-2.2688, 1.5780, 4.5969)  -0.082
C (-2.9451, 2.0534, 3.4798)  -0.089
C (-2.2586, 2.2865, 2.3008)  -0.145
C (1.8004, 2.6123, 1.2240)  -0.398
C (2.3139, 3.7777, 1.7909)  -0.073
C (3.6777, 3.8976, 2.0012)  -0.052
C (4.5190, 2.8608, 1.6270)  -0.081
C (3.9958, 1.6857, 1.1084)  -0.151
C (2.6250, 1.5204, 0.9018)  -0.284
Si (1.6940, -0.0371, 0.3088)  0.739
C (1.6537, -1.0564, 1.9365)  -0.261
C (2.8804, -0.9893, 2.6193)  -0.094
C (3.0521, -1.4790, 3.9021)  -0.062
C (1.9741, -2.0426, 4.5674)  -0.068
C (0.7688, -2.1731, 3.9027)  -0.095
C (0.6039, -1.7219, 2.5919)  -0.399
P (-0.9181, -2.1823, 1.6777)  1.087
C (-0.5828, -3.9768, 1.4632)  -0.397
C (-1.6481, -4.7946, 1.0783)  -0.117
C (-1.4705, -6.1546, 0.8950)  -0.087
C (-0.2123, -6.7213, 1.0650)  -0.099
C (0.8594, -5.9152, 1.4139)  -0.076
C (0.6758, -4.5518, 1.6192)  -0.090
C (-2.2120, -2.2844, 2.9798)  -0.363
C (-3.1300, -1.2398, 3.0398)  -0.115
C (-4.1593, -1.2435, 3.9714)  -0.085
C (-4.2896, -2.3030, 4.8545)  -0.081
C (-3.3829, -3.3547, 4.8048)  -0.074
C (-2.3561, -3.3477, 3.8743)  -0.106
C (2.6429, -0.9333, -1.0927)  -0.264
C (4.0388, -0.9807, -1.1154)  -0.096
C (4.7320, -1.5432, -2.1754)  -0.062
C (4.0484, -2.1071, -3.2446)  -0.058
C (2.6657, -2.0888, -3.2543)  -0.084
C (1.9723, -1.4845, -2.2049)  -0.398
P (0.1764, -1.4727, -2.1502)  1.058
C (-0.3091, -3.1333, -2.7409)  -0.323
C (-0.8401, -3.3216, -4.0170)  -0.082
C (-1.0642, -4.6029, -4.4964)  -0.069
C (-0.7514, -5.7046, -3.7142)  -0.071
C (-0.2106, -5.5217, -2.4511)  -0.063
C (0.0089, -4.2422, -1.9626)  -0.074
C (-0.5887, -0.4159, -3.4352)  -0.432
C (-1.9961, -0.4606, -3.4572)  -0.149
C (-2.7121, 0.3145, -4.3468)  -0.058
C (-2.0413, 1.1683, -5.2179)  -0.061
C (-0.6588, 1.2285, -5.2024)  -0.071
C (0.0691, 0.4421, -4.3168)  -0.065
H (-0.8264, 8.0719, -0.2148)  0.105
H (-1.9846, 6.9891, 1.6858)  0.105
H (-1.6525, 4.6171, 2.1461)  0.093
H (0.9876, 4.3473, -1.2324)  0.067
H (0.6780, 6.7261, -1.6577)  0.112
H (0.8612, 1.4386, 3.3231)  0.106
H (-0.3748, 0.9539, 5.3887)  0.110
H (-2.8075, 1.3818, 5.5149)  0.110
H (-4.0116, 2.2367, 3.5220)  0.112
H (-2.7983, 2.6590, 1.4377)  0.096
H (1.6565, 4.6048, 2.0277)  0.111
H (4.0833, 4.8115, 2.4153)  0.109
H (5.5941, 2.9614, 1.6969)  0.090
H (4.7119, 0.9351, 0.8129)  0.022
H (3.7328, -0.5191, 2.1490)  0.085
H (4.0186, -1.3976, 4.3826)  0.110
H (2.0757, -2.3986, 5.5848)  0.107
H (-0.0603, -2.6488, 4.4098)  0.092
H (-2.6332, -4.3624, 0.9391)  0.112
H (-2.3127, -6.7732, 0.6119)  0.106
H (-0.0697, -7.7848, 0.9210)  0.104
H (1.8449, -6.3453, 1.5402)  0.107
H (1.5242, -3.9433, 1.9056)  0.104
H (-3.0386, -0.4105, 2.3509)  0.043
H (-4.8621, -0.4198, 3.9988)  0.104
H (-5.0963, -2.3156, 5.5762)  0.103
H (-3.4791, -4.1869, 5.4906)  0.105
H (-1.6664, -4.1816, 3.8394)  0.107
H (4.6271, -0.5525, -0.3196)  0.055
H (5.8134, -1.5069, -2.1664)  0.098
H (4.5937, -2.5479, -4.0690)  0.110
H (2.1169, -2.5364, -4.0756)  0.113
H (-1.0753, -2.4762, -4.6486)  0.101
H (-1.4743, -4.7365, -5.4890)  0.107
H (-0.9216, -6.7043, -4.0923)  0.106
H (0.0444, -6.3729, -1.8360)  0.100
H (0.4477, -4.1136, -0.9826)  0.091
H (-2.5210, -1.1269, -2.7819)  0.105
H (-3.7935, 0.2637, -4.3563)  0.118
H (-2.6019, 1.7929, -5.9017)  0.116
H (-0.1332, 1.8961, -5.8716)  0.116
H (1.1468, 0.4936, -4.3261)  0.084
Cl (-0.8613, 4.0995, -3.4503)  0.759
C (-2.1003, 3.3568, -2.4950)  -0.664
C (-1.7893, 2.2713, -1.6873)  -0.289
C (-2.8538, 1.6649, -1.0580)  -0.680
Cl (-2.4119, 0.1899, -0.2048)  0.732
C (-4.1668, 2.0962, -1.1075)  -0.711
Cl (-5.4014, 1.2686, -0.2419)  0.702
C (-4.4392, 3.2235, -1.8804)  -0.698
Cl (-6.0462, 3.8255, -1.9696)  0.696
C (-3.4067, 3.8440, -2.5892)  -0.692
Cl (-3.7643, 5.2015, -3.5825)  0.694
N (3.1028, 3.3447, -1.8315)  0.135
C (2.6683, 2.1708, -2.4409)  -0.490
O (1.4160, 1.7801, -2.0126)  -0.265
C (3.3320, 1.4865, -3.3663)  0.052
I (6.6083, 1.8771, -1.3796)  -0.326
H (2.9453, 3.3130, -0.8296)  0.055
H (4.1093, 3.4421, -1.9690)  0.023
H (4.3457, 1.7773, -3.6014)  0.026
H (2.9374, 0.5889, -3.8083)  0.037

=====

The lowest DFT total energy belongs to which entry?
C62H46Cl5INOP3SiTi

=====

Which formula does entry 2 have?
C62H46Cl5INOP3SiTi